No. 1
# C17H43F5N3O7S

A 6-piece molecular cluster, C17H43F5N3O7S overall (ωB97M-V with the def2-TZVPD basis set, the Open Molecules 2025 dataset).

As for the charge: +1. The orbital gap comes out at 0.2203 hartree.

Geometry as XYZ:
```
76
Properties=species:S:1:pos:R:3:forces:R:3:mulliken_charge:R:1
C -2.485850 -1.049166 1.694369 0.07 -0.32 -0.38 -1.0558
C -2.135945 -2.103512 0.519645 -0.59 -0.70 0.52 1.1257
C -3.490000 -2.679940 -0.127902 0.52 0.39 0.31 -1.3781
C -1.106131 -1.525723 -0.556998 -1.38 0.36 -0.51 -1.0207
N 0.267075 -2.138679 -0.358527 0.76 3.07 -0.07 0.0570
C 1.295463 -1.110236 -0.351568 0.84 -1.63 1.64 0.0531
N 2.252832 -1.101726 0.731185 -1.29 -0.69 -2.54 -0.4170
N 1.414475 -0.170219 -1.294121 -0.63 -1.21 -0.34 -0.1422
S 2.615685 1.083293 -1.334544 3.50 4.58 4.39 1.0453
O 4.002912 0.637936 -1.046878 -4.01 -0.08 -1.33 -0.5529
O 2.129866 2.210812 -0.481309 0.50 -3.42 -2.77 -0.5239
C 2.635245 1.694387 -3.120856 -0.75 -1.49 -2.01 0.5246
F 2.870684 0.517895 -3.890559 -0.91 2.37 1.36 -0.2384
F 1.412849 2.278586 -3.457283 2.70 -1.39 0.74 -0.2118
C 3.865122 2.668498 -3.432512 1.60 2.17 -1.52 0.5450
F 3.725784 3.117059 -4.763325 -0.07 -1.24 2.98 -0.2166
F 3.825082 3.797560 -2.625945 0.05 -2.57 -1.32 -0.1730
F 5.105490 2.059557 -3.362644 -3.01 1.09 0.29 -0.1765
H -1.681872 -0.244772 1.675626 -1.05 -0.81 0.35 0.3424
H -3.524582 -0.565419 1.533000 1.90 -0.93 0.22 0.1830
H -2.460907 -1.593816 2.701723 -0.07 0.91 -1.44 0.3295
H -1.614016 -2.996287 1.019534 -0.59 1.28 -0.80 -0.3956
H -4.135029 -3.101809 0.720904 0.97 0.49 -1.32 0.3849
H -3.235823 -3.498825 -0.888961 -0.58 1.17 1.05 0.3652
H -4.073148 -1.819302 -0.597708 0.77 -1.23 0.46 0.2711
H -1.399112 -1.729838 -1.638559 -0.07 0.18 1.40 0.3812
H -1.077921 -0.382986 -0.439237 0.19 -1.63 -0.11 0.4579
H 0.457178 -2.862233 -1.068631 0.18 0.37 0.55 0.3580
H 3.054411 -1.662072 0.376349 0.03 0.89 0.57 0.3162
H 1.881153 -1.536976 1.585442 -0.04 -0.13 -0.71 0.3343
H 0.723166 -0.177369 -2.069131 0.59 -0.04 0.50 0.3923
C 3.535590 7.259760 -0.211660 0.00 0.16 -0.01 -0.8000
C 3.776387 6.381607 1.000312 -0.04 -0.09 -0.39 -0.2283
O 2.749513 5.401073 1.111106 -0.06 -0.19 0.14 -0.4332
H 2.564832 7.755989 -0.138462 0.10 0.00 0.07 0.1841
H 4.314194 8.020252 -0.303961 -0.05 -0.04 -0.07 0.3535
H 3.519615 6.660338 -1.126931 0.12 0.02 0.02 0.1736
H 3.770084 6.980167 1.913194 -0.10 -0.17 0.00 0.2779
H 4.742791 5.872652 0.927626 0.10 0.16 0.07 0.3007
H 2.766083 4.869656 0.305442 -0.02 0.07 0.16 0.2041
C 0.078453 7.258340 2.131643 -0.01 -0.03 -0.07 -0.6862
C 0.077929 8.127520 3.373893 0.16 -0.32 -0.06 -0.2922
O -0.151259 7.332451 4.531384 -0.11 0.03 0.16 -0.5155
H -0.875528 6.734285 2.030210 0.00 0.14 0.01 0.2821
H 0.247972 7.859439 1.234776 0.02 -0.07 -0.01 0.2408
H 0.857199 6.493810 2.194182 0.04 0.12 -0.09 0.1073
H -0.714719 8.875871 3.317424 0.03 -0.09 0.20 0.2984
H 1.035185 8.646757 3.487757 -0.04 0.14 -0.15 0.2530
H 0.557697 6.679444 4.581048 -0.13 0.12 0.01 0.2971
C -5.023356 2.625375 -1.179469 0.02 0.04 -0.09 -1.0439
C -5.615316 1.370160 -0.569961 0.02 0.37 0.09 -0.2837
O -4.667769 0.745425 0.293605 0.10 -0.12 0.00 -0.4542
H -4.118160 2.387340 -1.744216 -0.11 -0.03 -0.03 0.2412
H -5.738507 3.109514 -1.847793 0.07 0.03 0.05 0.3452
H -4.735286 3.335709 -0.399291 -0.13 0.02 -0.03 0.3436
H -5.881773 0.654926 -1.350368 0.09 -0.08 0.17 0.2983
H -6.515640 1.602978 0.006150 -0.07 0.00 -0.16 0.2608
H -4.446300 1.382749 0.985215 -0.06 -0.08 -0.11 0.2691
C -0.714046 -6.134760 1.512083 -0.02 -0.11 -0.06 -0.1321
C 0.449302 -5.764953 2.410284 -0.36 0.18 -0.19 -0.3050
O 1.502591 -5.187620 1.641687 0.38 0.23 -0.13 -0.5314
H -0.394916 -6.841991 0.744576 -0.02 -0.05 0.22 -0.0994
H -1.525204 -6.583478 2.089469 -0.01 0.04 -0.09 0.3771
H -1.098708 -5.250522 0.992514 -0.08 0.06 0.13 -0.0888
H 0.843439 -6.651515 2.909228 0.14 0.14 -0.11 0.3631
H 0.139083 -5.046654 3.176191 -0.05 -0.13 0.12 0.2476
H 1.149413 -4.398440 1.210657 -0.06 -0.23 0.12 0.2519
C 0.219597 -9.026130 -2.732509 -0.08 0.02 -0.15 -1.1535
C 0.224095 -8.161625 -1.487211 0.27 -0.44 -0.09 -0.1366
O 0.004815 -8.961035 -0.331362 -0.08 0.11 0.15 -0.5406
H -0.732816 -9.552415 -2.829965 0.04 0.12 0.01 0.3003
H 0.381959 -8.422066 -3.628344 0.03 -0.08 0.00 0.3301
H 1.001360 -9.788663 -2.676765 0.04 0.12 -0.04 0.3376
H -0.571652 -7.415120 -1.537984 -0.02 -0.10 0.16 0.2669
H 1.180873 -7.639614 -1.377218 -0.02 0.15 -0.13 0.2519
H 0.716768 -9.611665 -0.288765 -0.15 0.08 0.03 0.3035
```
Forces are in eV/Å.



No. 2
# C17H44Cl2NO10P4

A 3-piece molecular cluster, C17H44Cl2NO10P4 overall (ωB97M-V with the def2-TZVPD basis set, the Open Molecules 2025 dataset).

As for the charge: -1. The orbital gap comes out at 0.2120 hartree.

Geometry as XYZ:
```
78
Properties=species:S:1:pos:R:3:forces:R:3:mulliken_charge:R:1
C 3.901772 0.528678 0.711841 0.75 -0.01 0.12 -0.6918
C 3.842495 0.738239 -0.801322 0.05 0.53 0.75 -0.8823
P 2.218429 1.339098 -1.489191 -0.12 -0.98 -1.22 0.2832
C 2.461369 3.115177 -1.950964 0.17 -0.16 0.29 -0.6960
C 1.663670 3.433161 -3.227198 0.24 0.12 0.33 -1.0398
P 0.491172 1.167139 0.039671 0.56 1.79 0.10 -0.4022
C -0.877870 1.150223 1.446996 0.17 -0.57 -0.47 -0.6899
Cl -0.850375 2.785911 2.196933 -0.07 0.09 -0.05 -0.1880
C -2.303014 0.683979 1.116107 -0.40 0.94 1.27 1.9366
C -3.400128 1.337951 1.958721 -0.51 -0.51 -0.41 -1.6263
Cl -2.393779 -1.078639 1.541637 0.01 -0.16 -0.40 -0.2458
O -0.613715 0.868600 -1.290060 -0.30 -0.48 -0.05 -0.4039
C -0.853428 -0.492771 -1.522262 0.18 0.00 0.67 -0.7542
C 0.309750 -1.291459 -0.892238 -1.01 -1.39 0.43 0.2545
C 1.331975 -2.040446 -1.787554 0.06 0.62 -0.26 -0.8855
N 0.935383 -2.248926 -3.173431 0.22 -0.18 -0.03 -0.4079
C 1.150793 -1.120843 -4.066522 -0.51 -0.01 -0.04 -0.6403
O 0.800293 -0.524263 0.177395 0.27 0.28 -0.34 -0.2298
H 4.947928 0.394149 1.009054 0.01 -0.10 0.09 0.4744
H 3.365738 -0.356153 1.050719 -0.23 0.10 -0.11 -0.2025
H 3.534553 1.394305 1.258174 -0.15 0.00 0.01 0.2277
H 4.601110 1.488325 -1.045433 -0.05 0.08 -0.15 0.4625
H 4.180814 -0.174001 -1.295450 -0.25 -0.07 -0.15 0.4074
H 2.220053 3.812280 -1.142302 -0.12 0.00 0.04 0.4493
H 3.527138 3.223192 -2.162571 0.06 0.11 0.09 0.4266
H 2.285570 3.231719 -4.098990 -0.08 -0.04 -0.11 0.3513
H 1.379859 4.486879 -3.235932 -0.13 0.02 -0.15 0.3255
H 0.777285 2.805728 -3.299560 -0.15 0.10 0.02 0.1607
H 0.244432 2.567013 -0.162615 -0.19 -0.08 -0.22 0.1383
H 1.380535 1.553722 1.099440 0.03 -0.60 0.14 0.0771
H -0.498828 0.502749 2.232150 0.05 -0.02 0.05 0.3458
H -2.585546 0.858183 0.085091 0.36 -0.52 -0.25 -0.9714
H -3.203677 1.255596 3.023899 0.14 0.26 0.05 0.4160
H -4.324122 0.785812 1.762439 -0.02 0.00 0.01 0.2188
H -3.582879 2.359874 1.635244 0.25 0.17 0.22 0.4836
H -1.717753 -0.853076 -0.950365 -0.23 0.33 -0.08 0.3969
H -1.101337 -0.727368 -2.559785 0.51 0.20 -0.23 0.6078
H -0.212994 -2.121292 -0.390865 -0.03 -0.08 -0.06 0.3717
H 1.478679 -3.030247 -1.353918 0.21 0.03 0.16 0.3462
H 2.280572 -1.503170 -1.792800 0.08 -0.03 0.03 -0.0767
H -0.013053 -2.589703 -3.238586 -0.05 0.02 0.05 0.3121
H 2.212843 -1.013020 -4.279985 0.06 0.07 0.03 0.2831
H 0.618183 -1.318134 -4.999597 0.13 -0.08 -0.11 0.3225
H 0.781895 -0.167372 -3.680108 0.15 0.08 0.09 0.0892
C 2.213623 -2.622850 2.909005 -0.12 0.00 0.06 -0.4078
O 3.268967 -3.599775 3.146767 -0.31 2.61 -0.68 -0.3195
P 4.789200 -3.137790 3.345796 2.61 -3.75 1.00 0.9872
O 5.558108 -4.214152 2.692699 -0.05 0.01 0.02 -0.7609
O 4.896005 -3.145350 4.953206 -0.39 0.47 0.08 -0.3000
C 4.073699 -3.964208 5.772187 0.08 -0.09 0.06 -0.6401
O 5.615771 -1.797544 3.143250 -1.98 0.97 -0.36 -0.2366
C 7.041196 -1.926264 3.209203 0.24 0.14 -0.19 -0.6604
H 1.278156 -3.171054 2.856862 0.04 -0.07 0.00 0.3288
H 2.157620 -1.897432 3.722872 0.04 -0.03 0.01 0.3583
H 2.371823 -2.099722 1.966748 -0.03 -0.05 0.01 -0.0491
H 4.134114 -5.010691 5.471281 -0.05 0.00 -0.05 0.3094
H 3.037042 -3.629142 5.750262 -0.02 -0.04 -0.08 0.2379
H 4.446451 -3.863336 6.789876 0.04 0.00 -0.02 0.2425
H 7.417823 -2.451119 2.335716 -0.07 -0.10 0.02 0.2947
H 7.335941 -2.448627 4.117349 -0.04 -0.04 0.00 0.2914
H 7.428444 -0.909783 3.221889 -0.08 0.02 0.03 0.2442
C -7.357508 0.832616 0.422593 -0.11 -0.10 0.03 -0.4863
O -7.252435 1.960195 -0.467024 1.09 -1.05 1.06 -0.2690
P -6.017624 2.064016 -1.467501 -1.08 1.38 -2.94 0.8428
O -5.579010 3.450792 -1.601734 0.20 0.08 0.42 -0.7408
O -6.735110 1.521098 -2.816383 0.07 -0.27 0.10 -0.3009
C -8.096119 1.762263 -3.119649 0.03 0.13 -0.12 -0.6662
O -4.883768 0.988089 -1.437069 -0.28 -0.46 1.31 -0.1644
C -3.722576 1.219057 -2.269880 0.40 0.14 -0.06 -0.6085
H -8.288464 0.941024 0.972210 -0.02 0.08 -0.04 0.2589
H -7.378133 -0.106779 -0.133693 0.03 0.04 -0.02 0.3035
H -6.526477 0.818860 1.127239 -0.01 0.01 -0.04 0.1405
H -8.331242 2.827642 -3.083206 -0.03 0.00 0.06 0.3163
H -8.753849 1.213441 -2.443981 0.00 0.06 0.07 0.2260
H -8.263854 1.398681 -4.132144 0.03 0.03 -0.01 0.2367
H -3.122457 2.032118 -1.870668 -0.08 0.06 0.01 0.3252
H -4.018695 1.435278 -3.294476 -0.16 0.03 0.04 0.4627
H -3.128449 0.313647 -2.245511 -0.15 -0.09 0.09 0.0692
```
Forces are in eV/Å.



No. 3
# C17H45BeN4O7

C17H45BeN4O7 as an isolated structure (ωB97M-V with the def2-TZVPD basis set, the Open Molecules 2025 dataset).

As for the charge: +1. The orbital gap comes out at 0.2656 hartree.

Geometry as XYZ:
```
74
Properties=species:S:1:pos:R:3:forces:R:3:mulliken_charge:R:1
Be -22.735143 42.762629 0.292331 0.56 0.19 0.24 1.5663
O -23.030324 47.530815 0.465847 -0.49 -0.67 0.22 -0.4979
C -22.349301 46.476559 -0.051101 2.91 -0.16 -0.78 0.4039
O -22.808162 45.336340 -0.102803 -3.39 -2.99 0.87 -0.4510
O -21.185877 46.658623 -0.454592 0.78 1.31 0.11 -0.7863
H -22.327015 48.177178 0.561526 0.03 0.53 -0.12 0.3079
C -25.841232 39.545865 1.897321 -0.71 -1.07 -0.55 -1.8316
C -25.144252 40.740286 1.353493 -0.37 1.51 -0.01 1.4863
C -25.850639 42.036982 1.874742 0.69 -1.44 -1.04 -1.2767
O -25.196448 43.166500 1.322456 0.20 -1.26 0.15 0.3281
C -25.802367 44.364723 1.732787 0.61 0.62 0.14 -1.0427
N -23.728565 40.786437 1.707277 0.47 0.51 0.12 -0.3465
H -25.418853 38.631545 1.480524 0.48 -0.14 0.39 0.4645
H -26.850657 39.467301 1.493591 -0.31 0.38 0.31 0.4227
H -25.871761 39.516800 2.986505 0.05 -0.09 -0.02 0.4114
H -25.181693 40.752332 0.264209 -0.21 0.05 -0.03 -0.8587
H -25.934224 42.024397 2.961455 0.65 0.33 0.39 0.5025
H -26.892974 41.914346 1.580483 -0.24 0.55 -0.54 0.4779
H -25.700782 44.449431 2.814733 -0.45 0.07 0.20 0.3161
H -26.837927 44.380129 1.392950 -0.10 0.26 0.15 0.3424
H -25.200988 45.169463 1.309895 -0.25 0.08 -0.25 0.1978
H -23.285692 39.904885 1.490880 0.17 -0.20 -0.73 0.2415
H -23.728201 40.702576 2.713794 0.33 0.70 0.63 0.3063
C -22.622395 45.528444 3.599539 1.10 0.68 0.67 -1.4261
C -21.393122 44.747036 3.104434 -0.23 0.50 -0.57 0.3287
C -20.192202 44.674793 4.146187 -0.74 -0.37 -1.95 -0.9062
O -19.261026 43.642224 3.659581 -1.14 1.17 1.10 -0.2881
C -18.122210 43.559907 4.496882 0.81 0.00 -0.01 -0.8387
N -21.834871 43.410380 2.721412 -0.05 -0.85 -0.01 -0.1941
H -22.186402 46.488938 3.874254 -0.54 0.41 0.04 0.4315
H -23.072737 45.138148 4.512206 0.28 -0.39 0.24 0.4772
H -23.466266 45.684497 2.927509 0.59 -0.11 -0.55 0.1138
H -21.078595 45.180735 2.155187 0.43 0.49 0.23 0.1183
H -20.624226 44.467215 5.125146 0.31 -0.44 0.25 0.4092
H -19.704029 45.648782 4.179984 0.16 -0.01 0.01 0.4213
H -17.497501 44.451446 4.442133 -0.14 0.35 -0.16 0.3244
H -17.476089 42.748426 4.162035 -0.32 -0.16 -0.13 0.2558
H -18.329876 43.408805 5.556197 -0.47 -0.14 0.03 0.3270
H -21.005844 42.856390 2.882361 0.39 -0.72 -0.52 0.3062
H -22.389275 43.172546 3.531462 -0.82 -0.75 -0.12 0.2449
C -19.178140 44.294112 -2.485938 0.77 0.99 -0.97 -1.6457
C -19.948164 43.112876 -1.975019 0.29 -0.76 -0.63 0.8379
C -19.018803 41.866743 -1.967239 -0.56 0.44 0.60 -1.0734
O -19.673694 40.671817 -1.508465 1.59 0.29 -0.37 -0.4114
C -18.898656 39.496880 -1.862015 -1.45 0.07 0.13 -0.9816
N -20.487126 43.494551 -0.655903 -0.81 -1.16 0.64 -0.2294
H -19.665009 45.240018 -2.248596 -0.27 -0.07 0.01 0.4868
H -19.035986 44.292167 -3.566633 -0.12 -0.21 -0.11 0.4165
H -18.169697 44.394622 -2.084655 0.08 -0.29 0.35 0.3544
H -20.737804 42.878418 -2.688884 -0.37 0.21 0.28 -0.0433
H -18.165449 42.135145 -1.344458 0.19 -0.32 0.43 0.3612
H -18.597728 41.647220 -2.948368 -0.24 0.39 -0.33 0.4464
H -19.530056 38.698916 -1.471270 0.46 -0.31 0.05 0.3117
H -17.886482 39.450376 -1.460238 -0.13 0.31 0.25 0.2961
H -18.866244 39.379938 -2.945237 0.12 0.15 -0.13 0.3877
H -19.670212 43.555444 -0.065108 0.23 -0.66 0.81 0.3370
H -20.696899 44.482484 -0.665101 -0.98 0.81 -0.40 0.0064
C -22.784418 39.897119 -3.432377 -0.13 -1.06 -1.05 -1.7557
C -22.990526 41.005904 -2.434004 -1.36 0.05 -0.99 0.9000
C -24.513041 41.357633 -2.306932 1.43 0.09 0.19 -1.3224
O -24.639178 42.478901 -1.444509 -0.04 -0.17 0.29 -0.0380
C -25.958751 43.078090 -1.542674 0.92 -0.38 -0.09 -0.8504
N -22.381404 40.645983 -1.165437 -1.18 1.84 1.02 0.0495
H -23.437985 39.038173 -3.280194 -0.10 -0.13 0.50 0.3869
H -21.766365 39.507716 -3.425657 0.12 0.15 0.23 0.3228
H -22.977067 40.124917 -4.480759 -0.06 0.63 0.03 0.4440
H -22.548369 41.900035 -2.873453 0.27 0.16 0.52 -0.1977
H -25.109348 40.516580 -1.953175 -0.01 -0.29 0.27 0.3898
H -24.899000 41.606558 -3.295452 0.09 0.09 -0.18 0.6050
H -26.182095 43.101569 -2.609284 -0.10 0.76 0.00 0.4250
H -25.877409 44.034073 -1.025385 -0.27 -0.06 -0.44 0.1241
H -26.740616 42.450488 -1.114993 0.13 -0.16 0.45 0.2810
H -22.775781 39.764368 -0.869920 -0.05 -0.15 0.23 0.3379
H -21.381758 40.546950 -1.270329 0.50 0.04 0.02 0.2516
```
Forces are in eV/Å.



Question: The highest orbital gap belongs to which entry?
Answer: C17H45BeN4O7